# 1
This record from the OMol25 dataset describes the molecule C24H36N2O4. The level of theory is ωB97M-V/def2-TZVPD.

Each line ends with the Löwdin charge.
Atoms and positions in Å:
C -10.629 -1.064 -0.625  -0.12
O -10.280 -0.602 0.654  -0.19
C -9.213 0.316 0.677  -0.23
C -7.840 -0.338 0.472  -0.08
C -6.737 0.690 0.671  -0.45
O -6.982 1.864 0.873  0.06
N -5.464 0.228 0.636  -0.06
C -5.024 -1.097 0.271  -0.14
C -4.309 -1.055 -1.084  -0.09
C -3.127 -0.082 -1.028  -0.32
O -2.186 -0.643 -0.127  -0.02
C -0.907 -0.190 -0.090  -0.25
C -0.347 0.748 -0.953  -0.01
C 0.983 1.105 -0.821  -0.03
C 1.778 0.550 0.173  -0.14
C 3.206 0.921 0.385  -0.46
O 3.724 0.897 1.487  0.06
N 3.879 1.285 -0.732  0.06
C 5.289 1.596 -0.721  -0.18
C 6.123 0.540 -1.451  -0.17
C 5.987 -0.880 -0.888  -0.16
C 6.967 -1.304 0.218  -0.31
C 6.875 -0.481 1.515  -0.15
C 8.075 0.460 1.478  -0.19
C 9.168 -0.416 0.872  -0.19
C 8.447 -1.219 -0.216  -0.16
C 1.207 -0.373 1.048  -0.01
C -0.110 -0.746 0.915  0.01
C -3.612 1.295 -0.553  -0.09
C -4.364 1.160 0.771  -0.12
H -11.546 -1.637 -0.505  0.09
H -9.858 -1.715 -1.056  0.08
H -10.810 -0.229 -1.313  0.09
H -9.360 1.103 -0.074  0.13
H -9.243 0.778 1.666  0.13
H -7.769 -0.751 -0.537  0.12
H -7.731 -1.150 1.194  0.13
H -4.313 -1.446 1.028  0.13
H -5.860 -1.791 0.232  0.11
H -5.000 -0.725 -1.860  0.13
H -3.945 -2.052 -1.335  0.12
H -2.682 -0.003 -2.031  0.15
H -0.933 1.211 -1.731  0.11
H 1.382 1.856 -1.488  0.11
H 3.440 1.172 -1.632  0.13
H 5.441 2.570 -1.202  0.12
H 5.578 1.675 0.327  0.10
H 7.164 0.861 -1.435  0.10
H 5.804 0.529 -2.498  0.11
H 6.115 -1.586 -1.713  0.11
H 4.971 -1.012 -0.508  0.11
H 6.714 -2.345 0.443  0.13
H 6.984 -1.151 2.370  0.12
H 5.920 0.028 1.622  0.08
H 7.878 1.316 0.831  0.10
H 8.340 0.834 2.466  0.11
H 9.558 -1.090 1.636  0.11
H 10.001 0.163 0.474  0.10
H 8.885 -2.210 -0.332  0.11
H 8.534 -0.714 -1.178  0.10
H 1.821 -0.786 1.834  0.12
H -0.556 -1.467 1.582  0.12
H -4.274 1.717 -1.311  0.13
H -2.766 1.968 -0.416  0.11
H -3.682 0.792 1.545  0.13
H -4.778 2.122 1.077  0.12

Forces on the atoms, in the same order (eV/Å):
C 0.0 0.0 0.0
O 0.0 -0.1 0.1
C 0.2 0.2 0.1
C -0.4 0.3 0.1
C -0.1 -0.4 0.0
O -0.3 0.3 0.0
N 0.4 0.1 0.1
C 0.0 -0.3 -0.3
C 0.3 0.0 0.3
C -0.4 0.3 -0.6
O 0.1 -0.1 0.1
C 0.3 0.0 0.1
C -0.4 -0.1 -0.1
C 0.2 -0.1 0.2
C -0.2 0.0 0.0
C -0.1 0.1 -0.2
O 0.0 -0.1 0.2
N 0.0 0.1 -0.3
C 0.3 0.1 0.0
C -0.2 -0.1 0.2
C 0.2 0.0 0.0
C -0.2 -0.1 -0.1
C 0.0 0.1 0.0
C 0.1 -0.1 0.2
C 0.1 0.1 -0.1
C 0.1 -0.1 0.1
C 0.1 0.1 -0.1
C -0.2 0.0 -0.1
C 0.2 -0.3 0.2
C 0.1 0.4 0.0
H 0.0 0.0 -0.1
H 0.0 0.0 0.0
H 0.0 0.0 0.0
H 0.0 0.0 0.1
H 0.0 0.0 -0.2
H 0.1 -0.1 0.0
H 0.0 -0.1 -0.1
H -0.1 -0.1 0.0
H 0.0 0.0 0.1
H 0.0 0.0 0.0
H 0.0 0.0 -0.1
H 0.0 0.0 0.2
H -0.1 0.0 0.0
H 0.0 0.1 0.0
H -0.1 -0.1 0.1
H 0.0 -0.1 0.1
H 0.0 0.1 -0.1
H 0.1 0.1 -0.1
H 0.1 0.1 0.0
H -0.1 0.0 0.0
H -0.1 -0.1 -0.1
H 0.0 0.1 0.0
H 0.0 0.0 0.1
H -0.1 0.0 0.1
H 0.0 0.1 0.0
H 0.0 0.1 0.0
H 0.0 0.0 0.0
H 0.1 0.0 0.0
H 0.0 0.0 -0.1
H 0.0 0.0 -0.1
H 0.0 0.0 0.1
H -0.1 -0.1 0.1
H 0.0 0.0 0.0
H 0.0 0.0 -0.1
H 0.0 0.1 0.0
H 0.1 -0.2 0.0

E   -1346.61833 a.u.
Energy above the lowest of the compared OMol25 structures with the same formula, charge and spin   13.7 kJ/mol

# 2
This record from the OMol25 dataset describes the molecule C4H7NO2 at a distorted geometry. The level of theory is ωB97M-V/def2-TZVPD.

Each line ends with the Löwdin charge.
Atoms and positions in Å:
C 0.973 0.876 -1.752  0.06
C 0.057 -0.076 -1.615  -0.21
O -1.024 0.118 -0.775  -0.01
C -0.499 0.170 0.535  -0.70
C -0.286 -1.200 1.113  0.02
N -0.930 1.251 1.327  0.19
O 0.481 1.092 0.765  0.00
H 0.771 1.891 -1.441  0.08
H 1.939 0.644 -2.167  0.06
H 0.150 -1.078 -2.028  0.12
H 0.237 -1.157 2.073  0.09
H -1.257 -1.683 1.234  0.09
H 0.320 -1.785 0.418  0.09
H -0.931 0.936 2.311  0.11

Forces on the atoms, in the same order (eV/Å):
C -0.3 -0.2 -0.5
C 0.7 0.2 -0.1
O 0.1 0.2 0.3
C -0.4 -0.6 -0.3
C -0.1 -0.2 0.0
N 0.0 0.0 -0.1
O -0.6 0.4 1.2
H 0.2 -0.2 0.2
H 0.0 0.0 -0.5
H 0.0 0.1 0.1
H -0.1 0.1 -0.1
H 0.1 -0.1 0.0
H -0.1 0.0 0.1
H 0.5 0.2 -0.3

E   -361.71858 a.u.
Energy above the lowest of the compared OMol25 structures with the same formula, charge and spin   426.1 kJ/mol

# 3
This record from the OMol25 dataset describes a cluster of 10 separate species, C23H68F6N4O11P in total at a distorted geometry. The level of theory is ωB97M-V/def2-TZVPD.

Each line ends with the Löwdin charge.
Atoms and positions in Å:
P -0.028 -0.955 -0.386  0.20
F -0.750 0.030 0.671  -0.16
F -0.480 -2.167 0.589  -0.15
F -1.348 -1.032 -1.346  -0.18
F 0.713 -1.900 -1.454  -0.14
F 0.437 0.354 -1.238  -0.16
F 1.357 -0.810 0.446  -0.16
C -1.458 -2.470 -4.330  -0.16
O -1.147 -2.147 -5.679  -0.12
H -0.707 -3.182 -3.971  0.07
H -1.365 -1.615 -3.662  0.05
H -2.387 -3.023 -4.175  0.08
H -1.973 -2.154 -6.167  0.06
C -3.969 -1.531 1.399  -0.15
O -3.584 -2.837 1.865  -0.15
H -3.232 -0.894 1.900  0.06
H -3.772 -1.580 0.326  0.08
H -4.957 -1.168 1.670  0.07
H -2.648 -2.864 1.639  0.04
C -1.129 -5.189 -0.105  -0.17
O -2.453 -5.465 0.306  -0.11
H -0.568 -4.836 0.763  0.06
H -0.439 -5.946 -0.497  0.07
H -1.191 -4.389 -0.846  0.07
H -3.061 -5.347 -0.424  0.07
C -1.694 -0.275 7.144  -0.06
C -2.751 0.041 6.102  -0.45
C -2.300 0.545 4.722  -0.21
O -1.515 1.719 4.797  -0.19
C -0.734 1.942 3.643  -0.10
N -3.778 -0.995 5.990  0.04
H -2.081 -0.191 8.158  0.07
H -0.859 0.423 7.042  0.07
H -1.259 -1.271 7.022  0.07
H -3.323 0.875 6.531  0.13
H -3.183 0.651 4.085  0.12
H -1.678 -0.243 4.274  0.11
H -1.330 1.640 2.775  0.08
H 0.196 1.370 3.694  0.08
H -0.548 3.011 3.547  0.08
H -3.348 -1.774 5.501  0.07
H -4.586 -0.635 5.502  0.06
C 1.993 3.710 -3.675  -0.04
C 1.450 2.496 -4.374  -0.38
C 0.546 2.822 -5.579  -0.19
O -0.448 3.744 -5.121  -0.21
C -1.054 4.485 -6.148  -0.13
N 2.613 1.741 -4.903  0.03
H 2.466 3.434 -2.727  0.08
H 1.216 4.400 -3.340  0.07
H 2.758 4.268 -4.217  0.09
H 0.857 1.788 -3.793  0.14
H -0.035 1.977 -5.964  0.13
H 1.138 3.278 -6.381  0.12
H -1.412 3.873 -6.983  0.08
H -0.426 5.317 -6.478  0.09
H -1.950 4.924 -5.704  0.09
H 3.169 2.127 -5.654  0.09
H 2.193 0.886 -5.258  0.09
C -4.550 1.903 -0.640  -0.08
C -3.499 2.061 -1.694  -0.42
C -2.152 2.621 -1.185  -0.20
O -2.273 3.940 -0.698  -0.18
C -1.151 4.370 0.062  -0.10
N -3.376 0.762 -2.387  0.04
H -4.198 1.478 0.304  0.07
H -5.466 1.454 -1.019  0.07
H -4.888 2.885 -0.281  0.07
H -3.847 2.679 -2.528  0.13
H -1.477 2.614 -2.050  0.12
H -1.718 1.964 -0.425  0.10
H -0.255 4.417 -0.559  0.08
H -1.016 3.848 1.010  0.07
H -1.384 5.403 0.331  0.08
H -2.724 0.178 -1.863  0.03
H -2.986 0.846 -3.318  0.06
C 2.991 -5.317 1.548  -0.09
C 3.127 -4.290 2.636  -0.42
C 1.914 -3.346 2.705  -0.23
O 1.909 -2.682 3.940  -0.19
C 1.237 -1.438 3.862  -0.09
N 3.229 -5.121 3.874  0.03
H 2.115 -5.966 1.583  0.08
H 3.891 -5.926 1.466  0.08
H 2.926 -4.788 0.588  0.08
H 3.987 -3.642 2.456  0.14
H 0.985 -3.920 2.579  0.12
H 1.988 -2.723 1.808  0.11
H 0.247 -1.731 3.493  0.08
H 1.721 -0.719 3.198  0.08
H 1.156 -1.047 4.876  0.09
H 2.897 -4.558 4.655  0.06
H 2.484 -5.799 3.742  0.06
C 4.125 -1.240 -1.580  -0.24
C 3.710 -0.473 -2.821  -0.24
O 3.928 0.937 -2.614  -0.10
O 5.162 -0.595 -0.821  -0.06
H 4.597 -2.177 -1.910  0.11
H 3.259 -1.543 -0.991  0.09
H 2.674 -0.689 -3.094  0.10
H 4.269 -0.770 -3.714  0.10
H 3.389 1.429 -3.269  0.02
H 5.364 -1.310 -0.207  0.07
C 2.827 3.488 0.836  -0.23
C 2.273 2.069 0.958  -0.23
O 2.821 1.339 -0.126  -0.09
O 4.261 3.450 0.701  -0.06
H 2.624 4.158 1.681  0.11
H 2.323 4.005 0.011  0.10
H 1.203 2.101 0.718  0.10
H 2.456 1.541 1.897  0.11
H 2.233 0.619 -0.412  0.04
H 4.493 4.261 1.162  0.07

Forces on the atoms, in the same order (eV/Å):
P 0.3 1.0 -0.2
F -0.5 0.3 -0.1
F -0.1 -0.4 -0.9
F -0.1 -0.5 1.0
F 0.0 -0.6 0.4
F -0.1 0.1 -0.3
F 0.0 -0.6 0.3
C 0.9 -0.7 0.8
O -0.5 -0.1 -0.1
H 0.2 0.1 -0.1
H -0.4 0.1 -0.2
H -0.3 0.5 -0.3
H 0.1 0.1 -0.1
C 2.0 -0.3 0.2
O -0.9 -0.1 0.4
H -0.3 0.7 -0.5
H -0.5 0.9 -0.1
H -0.2 -0.7 0.0
H 0.0 -0.4 0.0
C 0.5 1.3 -0.1
O 0.2 -1.0 0.3
H -0.3 0.4 0.1
H -0.9 -0.8 -0.2
H 0.5 0.1 0.1
H 0.1 0.0 -0.1
C 0.7 -0.2 -0.5
C -1.5 1.6 0.5
C 1.1 -1.0 0.3
O -0.5 0.2 0.7
C -0.7 -0.2 -0.3
N 1.0 -0.4 0.3
H -0.2 -0.1 -0.1
H -0.1 0.1 0.0
H -0.2 -0.1 -0.1
H 0.2 0.3 0.0
H 0.0 0.3 -0.1
H -0.1 -0.2 -0.2
H 0.4 -0.1 -0.3
H 0.0 0.1 -0.2
H 0.2 0.0 0.2
H -0.6 -0.2 -0.2
H 0.0 -0.3 -0.3
C -0.4 0.5 1.6
C 0.6 0.0 -2.4
C -0.7 1.2 0.7
O 0.2 0.0 -0.3
C -0.7 0.2 0.6
N -1.0 -1.3 0.4
H 0.2 -0.4 -0.1
H -0.1 0.0 -0.4
H -0.2 -0.2 -0.5
H 0.4 0.3 0.7
H 0.6 -0.4 -0.1
H 0.0 0.0 0.0
H 0.3 -0.1 -0.1
H 0.2 -0.2 -0.3
H 0.0 0.1 0.0
H -0.3 0.7 0.1
H 0.6 -0.2 -0.1
C -0.8 1.7 1.1
C 0.2 -0.4 -1.1
C -0.1 -0.4 -0.6
O -0.1 0.0 0.5
C -0.8 0.9 -0.5
N 0.7 -0.4 0.6
H 0.1 -0.7 -0.3
H 0.3 -0.5 0.0
H 0.2 0.2 -0.2
H -0.2 0.6 0.5
H 0.2 0.0 0.0
H -0.1 -0.1 0.1
H 0.2 -0.4 0.1
H 0.1 -0.5 -0.2
H 0.0 0.1 0.0
H -0.3 0.0 -0.3
H 0.1 0.3 0.1
C 0.5 0.8 -1.9
C -1.1 -0.8 1.3
C 0.4 -1.1 -0.9
O 0.9 0.5 -0.1
C -0.7 -0.9 0.1
N -0.1 0.8 -0.1
H -0.1 0.1 0.5
H -0.1 -0.1 0.3
H -0.1 -0.1 -0.1
H 0.3 -0.3 0.3
H -0.1 -0.1 0.1
H -0.1 0.6 0.4
H -0.3 0.9 -0.1
H 0.0 -0.1 -0.1
H 0.0 0.1 -0.1
H 0.3 0.1 0.0
H 0.1 -0.2 0.2
C 0.7 -0.7 -0.5
C 0.4 1.7 -0.4
O -0.4 -0.7 0.0
O -0.7 -0.5 -0.1
H -0.4 -0.2 -0.3
H 0.0 0.5 0.3
H -0.2 0.0 0.4
H 0.4 -0.2 0.1
H 0.5 -0.7 0.1
H 0.4 0.5 0.3
C 0.2 -0.2 0.5
C -0.5 -0.3 -1.6
O 0.6 0.2 0.0
O -0.7 0.5 0.1
H -0.4 -0.5 0.4
H 0.3 -0.3 -0.5
H -0.3 0.3 0.8
H 0.1 0.4 0.3
H 0.3 0.7 0.4
H 0.7 -0.1 -0.2

E   -2904.41973 a.u.
Charge   -1

# 4
This record from the OMol25 dataset describes a structure of composition C19H14FeNaO3 at a distorted geometry. The level of theory is ωB97M-V/def2-TZVPD.

Each line ends with the Löwdin charge.
Atoms and positions in Å:
C 0.213 0.924 3.329  -0.06
Na -0.911 -3.932 3.724  0.82
C -0.521 1.052 2.125  -0.12
C -0.429 -0.171 1.413  -0.11
C 0.288 -1.114 2.217  -0.23
C 0.678 -0.434 3.437  -0.21
C 1.388 -1.149 4.410  -0.04
C 1.753 -2.471 4.165  -0.14
C 1.499 -3.075 2.922  -0.19
C 0.698 -2.433 1.972  -0.11
H 0.387 1.687 4.092  0.10
H -1.044 1.942 1.785  0.09
H -0.921 -0.441 0.479  0.08
H 1.658 -0.647 5.345  0.12
H 2.326 -3.026 4.917  0.10
H 1.967 -4.038 2.685  0.10
H 0.478 -2.877 0.995  0.11
O -3.458 1.197 -4.708  0.18
C -2.466 1.218 -4.102  -0.09
Fe -1.381 1.239 -2.727  0.13
C -2.440 2.235 -1.642  -0.08
O -3.124 2.654 -0.800  0.18
C -2.229 -0.129 -1.955  -0.09
O -2.961 -0.896 -1.474  0.18
C 0.978 1.177 -0.784  0.01
C 1.274 -0.090 -1.249  -0.09
C 0.800 -0.651 -2.419  -0.02
C 0.042 0.020 -3.429  -0.22
C 0.356 1.363 -3.875  -0.10
C 0.357 2.383 -2.950  -0.10
C 0.184 2.098 -1.540  -0.16
H 1.415 1.534 0.153  0.13
H 1.885 -0.726 -0.598  0.12
H 1.010 -1.715 -2.594  0.13
H -0.432 -0.652 -4.166  0.13
H 0.445 1.557 -4.947  0.14
H 0.408 3.434 -3.267  0.14
H -0.170 2.953 -0.937  0.12

Forces on the atoms, in the same order (eV/Å):
C -0.5 0.0 -0.2
Na 0.4 0.5 -0.1
C 1.0 -0.5 0.9
C -0.3 -0.3 -0.4
C -0.2 0.5 -0.1
C -0.2 0.3 -0.6
C -0.2 0.2 0.2
C 0.4 0.2 0.5
C -0.5 -0.7 -0.3
C 0.2 0.2 -0.2
H -0.2 -0.2 -0.4
H 0.1 -0.1 0.1
H 0.0 0.2 0.3
H 0.0 -0.3 -0.3
H -0.1 0.3 -0.3
H -0.3 0.3 0.1
H 0.2 0.0 0.3
O 3.2 0.0 1.0
C -4.8 0.2 -1.9
Fe 1.4 0.7 1.1
C -2.7 1.7 2.1
O 2.2 -1.1 -2.5
C -2.4 -2.3 1.8
O 2.4 2.0 -1.5
C -0.2 0.3 -0.1
C 1.0 -1.8 -0.2
C 0.6 0.0 1.0
C -0.2 -1.0 -0.7
C -0.3 -0.4 -0.6
C -0.1 0.8 0.1
C -0.9 0.4 1.0
H -0.3 -0.3 -0.2
H -0.3 0.3 -0.3
H 0.0 0.4 0.1
H 0.9 0.4 0.1
H -0.2 0.1 0.4
H 0.0 -0.6 0.1
H 0.6 -0.3 -0.4

E   -2383.81226 a.u.
Charge   +1
Energy above the lowest of the compared OMol25 structures with the same formula, charge and spin   72.6 kJ/mol

Question: Look up the E of the third one.
Answer: -2904.41973 a.u.

What did the second record say?
This record from the OMol25 dataset describes the molecule C4H7NO2 at a distorted geometry. The level of theory is ωB97M-V/def2-TZVPD.

Each line ends with the Löwdin charge.
Atoms and positions in Å:
C 0.973 0.876 -1.752  0.06
C 0.057 -0.076 -1.615  -0.21
O -1.024 0.118 -0.775  -0.01
C -0.499 0.170 0.535  -0.70
C -0.286 -1.200 1.113  0.02
N -0.930 1.251 1.327  0.19
O 0.481 1.092 0.765  0.00
H 0.771 1.891 -1.441  0.08
H 1.939 0.644 -2.167  0.06
H 0.150 -1.078 -2.028  0.12
H 0.237 -1.157 2.073  0.09
H -1.257 -1.683 1.234  0.09
H 0.320 -1.785 0.418  0.09
H -0.931 0.936 2.311  0.11

Forces on the atoms, in the same order (eV/Å):
C -0.3 -0.2 -0.5
C 0.7 0.2 -0.1
O 0.1 0.2 0.3
C -0.4 -0.6 -0.3
C -0.1 -0.2 0.0
N 0.0 0.0 -0.1
O -0.6 0.4 1.2
H 0.2 -0.2 0.2
H 0.0 0.0 -0.5
H 0.0 0.1 0.1
H -0.1 0.1 -0.1
H 0.1 -0.1 0.0
H -0.1 0.0 0.1
H 0.5 0.2 -0.3

E   -361.71858 a.u.
Energy above the lowest of the compared OMol25 structures with the same formula, charge and spin   426.1 kJ/mol

Question: What is the formula in the third record?
Answer: C23H68F6N4O11P